1.
23
Properties=species:S:1:pos:R:3:forces:R:3 method="wB97M-V/def2-TZVPD" e_lumo_ha=-0.04750 energy_ev=-22867.2859 multiplicity=1 homo_lumo_gap_ev=6.64 de_lowest_kcal_mol=120.7
C -2.45883 -0.26861 0.97197 -1.05 -0.26 2.36
C -0.05420 -3.60238 -0.70653 -0.68 -1.85 0.65
C -0.37661 -2.32548 -0.78116 -3.11 0.64 -0.63
C 0.20239 1.23803 0.45682 0.88 2.78 0.05
C 0.20630 2.42556 -0.16279 0.53 -1.86 0.08
C -2.19247 0.08643 -0.32822 3.77 -0.38 -0.71
C -0.07496 0.00525 -0.05339 -4.56 -1.90 -1.59
C 0.34807 -1.21383 -0.26567 3.37 0.79 0.19
C 0.37393 3.66618 0.54178 -0.13 1.29 2.67
C 1.88694 -1.36445 -0.06867 -0.60 3.57 -2.53
N -2.54188 -0.52625 2.10947 0.05 0.25 -1.45
S -2.82415 0.37098 -1.74251 -0.46 0.26 0.22
H -0.79152 -4.38543 -0.92962 0.13 0.61 -0.48
H 0.77296 -4.09631 -0.18994 0.33 0.91 -0.29
H -1.42308 -1.97520 -1.17384 2.08 -1.26 0.53
H 0.52923 1.39778 1.43405 -0.15 -0.63 2.21
H 0.34335 2.40505 -1.20167 -0.70 0.33 -1.68
H 0.44349 3.51703 1.72881 -0.27 0.46 -2.69
H 1.25262 4.17178 0.18322 0.70 0.30 0.07
H -0.42888 4.37361 0.27171 0.01 -0.26 0.47
H 2.11742 -2.25574 0.36945 0.93 -2.64 0.55
H 2.43020 -1.05041 -1.05566 -0.91 -1.42 1.55
H 2.25968 -0.59359 0.59241 -0.17 0.25 0.45


2.
28
Properties=species:S:1:pos:R:3:forces:R:3 method="wB97M-V/def2-TZVPD" e_lumo_ha=0.03166 energy_ev=-17667.7092 multiplicity=1 homo_lumo_gap_ev=9.79 de_lowest_kcal_mol=78.0
H -2.66385 -1.73436 -1.77095 -0.21 1.75 1.70
N -2.90371 -1.11488 -0.90729 -1.29 -2.51 -1.85
C -2.01261 -0.36022 -0.52612 1.89 0.91 0.01
C -0.67613 0.23725 -0.64392 1.57 -0.88 -2.05
O -0.28741 1.01734 -1.76007 0.01 -0.58 0.60
C 1.09702 1.31922 -1.55348 0.38 2.21 0.12
C 1.74360 0.13285 -0.84724 1.59 -0.31 1.16
C 2.92919 0.49009 0.13368 0.29 -0.93 -1.28
C 0.59612 -0.56194 -0.14741 -0.57 -0.37 0.96
N 0.51707 -1.92320 -0.58959 -1.26 0.76 -1.20
C 0.38382 -2.94905 0.11399 -0.15 0.48 -1.64
O 0.57235 -0.43514 1.29987 -1.07 0.58 -1.09
C -0.81652 -0.25652 1.63106 -0.84 -3.96 -3.54
C -1.54894 0.55640 0.52137 -0.45 0.97 1.35
C -2.28773 1.85446 0.91840 1.16 1.09 -2.80
H 1.10788 2.24518 -0.83535 0.34 -1.43 -1.18
H 1.58360 1.62749 -2.54776 -0.86 -0.55 1.48
H 2.17638 -0.62937 -1.48078 -0.31 0.22 -0.84
H 2.98466 1.56185 0.11174 0.66 0.54 0.21
H 3.90875 -0.02168 -0.17813 -1.43 1.04 0.29
H 2.71569 0.17356 1.14185 -0.13 -0.03 0.27
H -0.01611 -3.80111 -0.39502 0.32 -0.88 -0.18
H 0.62361 -3.00475 1.11426 0.16 0.01 2.54
H -0.88515 0.26478 2.46632 -0.20 1.95 4.17
H -1.34236 -1.32473 1.69360 1.05 2.15 0.26
H -1.72679 2.57202 1.51237 0.62 -0.18 -0.06
H -3.08638 1.59225 1.51701 -2.00 -0.61 1.09
H -2.68605 2.47221 0.00760 0.72 -1.45 1.49


Q: What is the multiplicity in the first record?
A: 1


Q: Which value of multiplicity does entry 1 give?
A: 1